Density functional theory data (wB97M-V/def2-TZVPD) for a gas-phase ion, C4H10NO (charge +1).

Atoms and positions in Å:
C -1.36620 1.37531 -0.16924
C -0.42317 0.38462 -1.01491
N -0.39746 -0.88588 -0.11913
C 0.66162 -0.63080 0.95818
C 2.09639 -0.70167 0.35393
O 2.29726 -1.35819 -0.61553
H -0.94399 1.84503 0.67205
H -2.20148 0.81438 0.29506
H -1.73747 2.13789 -0.83798
H -0.92260 0.04310 -1.95518
H 0.46981 0.98962 -1.19768
H -1.37064 -1.02736 0.17899
H -0.04060 -1.67901 -0.66180
H 0.46074 -1.40153 1.75941
H 0.40579 0.20212 1.66308
H 3.01199 -0.10764 0.69076

Properties
**LUMO**: -3.80 eV
**Charge**: +1
**Relative energy (zero: lowest compared OMol25 entry of this formula, charge and spin)**: 42.42 kcal/mol
**SMILES**: CC[NH2+]CC=O
**HOMO**: -0.5513 hartree